Entry 1:
The following is a DFT calculation (ωB97M-V with the def2-TZVPD basis set) of a gas-phase ion, C20H24ClN6O3 (charge +1).

```
54
Properties=species:S:1:pos:R:3:nbo_charge:R:1
H 3.662 -2.855 2.004 0.236
H 2.038 2.263 -3.068 0.182
O 2.612 -1.281 -1.700 -0.608
C -0.853 3.633 -0.679 -0.245
C 2.599 -1.596 -0.523 0.634
H -2.875 -0.003 2.121 0.246
H -1.482 -1.764 -1.358 0.240
H -1.348 1.007 -1.175 0.265
N -0.391 -0.491 -0.085 -0.350
H -0.085 -3.470 -0.509 0.216
H -1.216 -1.944 1.166 0.228
C 2.046 1.816 -2.071 -0.269
C -3.595 -0.266 -1.175 -0.204
H 6.411 0.226 0.829 0.220
C -0.377 -1.247 1.188 -0.280
H -0.116 -0.908 -2.124 0.244
N -0.773 2.649 2.645 -0.033
N -1.038 1.457 2.133 -0.331
H 0.500 0.020 -0.165 0.457
C 0.472 -2.634 -0.936 -0.244
H 5.998 -1.711 2.699 0.248
H 0.819 -2.920 1.871 0.222
H -1.013 4.695 -0.485 0.261
H 0.608 3.934 -2.233 0.196
H -1.619 3.266 -1.365 0.221
H -0.517 -0.551 2.020 0.289
N -0.725 3.531 1.745 -0.031
C 4.145 -2.033 1.517 -0.221
C -1.460 0.574 -0.175 -0.113
C -4.692 -0.771 1.318 -0.222
O 4.622 -0.423 0.047 -0.361
H 1.297 3.876 -0.591 0.192
C 5.373 -1.446 1.873 -0.318
O 0.808 2.044 -1.411 -0.591
H 1.690 -1.377 1.875 0.238
H 2.184 0.740 -2.159 0.228
Cl -6.999 -1.711 0.288 0.060
H -5.127 -0.956 2.287 0.244
H 0.951 -2.963 -1.859 0.266
C 3.716 -1.368 0.387 0.103
C -0.450 -1.434 -1.228 -0.243
C -5.418 -1.054 0.167 -0.006
C -4.868 -0.794 -1.083 -0.229
C 0.973 -1.985 1.322 -0.226
H 2.873 2.242 -1.496 0.182
N -0.963 2.943 0.573 -0.169
C -2.852 0.003 -0.028 -0.026
H -3.185 -0.053 -2.152 0.219
C -1.160 1.627 0.832 0.307
N 1.502 -2.256 0.004 -0.445
H -5.438 -0.999 -1.975 0.244
C -3.419 -0.244 1.220 -0.207
C 5.604 -0.471 0.942 0.150
C 0.549 3.430 -1.261 -0.069
```

Total charge: +1
DFT total energy in a.u.: -1790.694950
Energy relative to the best compared isomer or geometry (same formula, charge and spin) in kJ/mol: 0.0
Multiplicity: 1
LUMO energy in hartree: -0.09068
Orbital gap in eV: 9.4120



Entry 2:
The following is a DFT calculation (ωB97M-V with the def2-TZVPD basis set) of a molecular structure, C20H24F16N3O6PS3Ta.

```
74
Properties=species:S:1:pos:R:3:lowdin_charge:R:1
C 1.053 -1.007 2.065 -0.409
F 3.169 4.486 -2.190 -0.027
C 5.380 -1.555 -0.775 -0.289
H -0.796 0.905 2.988 0.069
O -0.105 0.246 -4.976 -0.064
F 6.131 0.448 0.787 0.026
H -2.749 -3.471 0.925 0.122
F 5.908 -2.992 -0.752 -0.047
H -5.346 -0.774 -0.920 0.091
N -10.774 1.225 0.340 -0.061
H -3.322 -1.667 0.807 0.098
H 0.551 1.040 -2.005 -0.044
C -1.372 1.214 2.016 -0.188
H -2.100 -3.500 -1.674 0.120
O 3.208 -2.933 0.099 -0.439
F 5.732 3.604 3.064 0.031
F 3.986 2.126 1.782 -0.025
O 3.419 2.072 -3.438 -0.443
C 0.292 -1.877 -1.533 -0.357
F 1.546 3.439 -0.862 -0.036
F 7.395 -2.909 1.759 0.047
N 2.121 -0.629 -3.711 -0.111
H -3.008 -1.758 -1.890 0.106
H -0.857 -2.104 0.414 0.092
C 3.011 3.438 -1.102 -0.304
C -1.052 -1.617 -0.660 -0.305
S 3.498 1.828 -1.871 0.576
H -5.377 -1.809 1.789 0.111
C 5.926 -1.008 0.661 -0.116
F 2.148 3.626 2.006 0.014
O 4.967 1.544 -1.640 -0.427
C 1.048 -0.167 -4.432 -0.272
S -7.819 -1.250 -1.181 0.844
H -0.019 2.717 1.012 0.063
C 7.443 -1.618 1.044 -0.138
F 3.622 3.998 4.087 0.012
H -0.700 1.511 -0.255 0.041
F 3.589 5.532 0.054 0.002
H -5.057 -3.094 -1.215 0.105
C -4.827 -3.169 -0.073 -0.226
H -0.075 -1.178 2.411 0.046
H -6.865 -2.824 1.103 0.109
S 3.597 -1.876 -1.018 0.610
O -10.004 0.377 -1.813 -0.137
H 0.813 -2.881 -1.207 0.067
C -0.271 1.560 0.859 -0.505
H -0.051 -2.049 -2.659 0.062
H 1.404 -2.045 1.675 0.032
O 3.596 -2.838 -2.288 -0.420
H -4.927 -4.293 0.291 0.113
C -11.022 1.276 -1.181 -0.032
F 5.387 4.008 -0.084 0.060
H -1.424 -0.508 -0.598 0.081
P 1.363 0.496 0.962 0.719
H -2.115 0.413 1.598 0.058
H -11.846 1.904 -1.732 0.132
C 3.922 4.052 0.106 -0.116
C -9.213 -0.117 -0.659 -0.472
H -6.350 0.089 0.488 0.101
C -5.884 -2.217 0.800 -0.254
Ta 1.868 -0.152 -1.544 1.341
C 4.413 4.304 2.834 -0.127
F 8.004 -0.636 2.049 0.003
N -9.698 0.374 0.689 -0.012
H -1.928 2.238 2.274 0.086
C -3.290 -2.694 0.202 -0.233
F 6.156 -1.059 -1.972 -0.002
F 8.383 -1.563 -0.105 0.045
F 4.524 5.767 2.783 0.061
C 3.590 3.577 1.620 -0.089
H 1.645 -0.818 3.086 0.054
F 5.076 -1.407 1.830 0.016
C -2.394 -2.469 -1.194 -0.191
C -6.249 -0.900 -0.150 -0.448
```

Total charge: -1
DFT total energy in a.u.: -4582.167002
Energy relative to the best compared isomer or geometry (same formula, charge and spin) in kJ/mol: 1708.1
Multiplicity: 1
LUMO energy in hartree: -0.01266
Orbital gap in eV: 5.7792



Entry 3:
The following is a DFT calculation (ωB97M-V with the def2-TZVPD basis set) of a molecular structure, C20H24F4N2S7Ti.

```
58
Properties=species:S:1:pos:R:3:mulliken_spin:R:1
C 0.727 -4.652 -0.669 0.041
S -2.179 -6.865 1.446 0.282
H -4.870 1.236 -2.297 0.000
H 1.292 -0.956 2.767 0.031
S 0.430 -6.211 0.116 0.043
C 1.906 2.096 -0.310 0.005
C -2.674 0.105 2.712 0.009
H 3.392 -3.858 0.182 0.007
H 2.557 -0.751 0.353 -0.005
C 3.662 3.686 -0.890 0.001
H -2.976 0.666 1.831 -0.004
F 4.242 1.651 0.159 0.000
C 1.998 0.002 0.933 -0.007
H 0.492 2.224 4.417 0.000
N 1.355 0.956 0.078 -0.042
S -0.014 -2.075 -1.143 -0.015
C 3.194 -3.444 -0.804 -0.014
H -1.018 1.959 2.420 -0.006
F 0.490 5.264 -1.612 0.000
C -1.411 -0.698 2.423 0.109
H 3.078 5.543 -1.811 0.000
H -0.564 0.829 4.604 0.000
S 2.117 -4.580 -1.742 0.005
C -1.181 -5.781 0.684 0.604
C 0.989 3.113 -0.739 0.011
C 2.748 4.620 -1.370 -0.001
H 1.124 0.603 4.155 0.000
C 3.276 2.483 -0.343 -0.002
H 2.708 0.501 1.611 0.002
H 4.116 -3.352 -1.367 0.000
S -0.139 0.672 -2.713 0.000
C -0.109 1.362 2.536 0.029
H 2.690 -2.483 -0.738 0.001
C -0.103 -3.622 -0.394 -0.038
C -2.039 0.488 -4.676 0.002
N -0.321 0.092 1.838 -0.114
S -1.373 -4.025 0.801 -0.028
H -4.430 0.391 -3.788 0.000
C -1.824 0.548 -3.185 -0.011
C 0.899 -0.712 1.764 0.045
Ti -0.375 0.254 -0.396 1.081
F 4.987 3.991 -0.964 0.000
H -3.477 -0.581 2.968 -0.001
H -2.532 -0.441 -4.966 -0.001
S -2.654 0.711 -0.575 -0.018
H -1.074 -1.183 3.354 0.019
H -4.694 -0.521 -2.297 0.001
H -2.544 0.784 3.551 0.001
H -1.663 -1.493 1.711 -0.041
H 0.691 1.903 2.025 0.012
F -0.335 2.830 -0.490 0.005
H 0.627 -1.658 1.282 -0.025
H -1.073 0.539 -5.171 0.000
H -2.648 1.330 -5.013 0.000
C 0.254 1.240 4.020 0.004
C -2.847 0.545 -2.314 0.023
C 1.391 4.316 -1.250 0.002
C -4.292 0.407 -2.710 0.000
```

Total charge: -2
DFT total energy in a.u.: -4922.326996
Energy relative to the best compared isomer or geometry (same formula, charge and spin) in kJ/mol: 184.1
Multiplicity: 3
LUMO energy (spin up / spin down) in hartree: 0.14470 / 0.14428
Orbital gap (spin up / spin down) in eV: 3.1244 / 5.1741



Entry 4:
The following is a DFT calculation (ωB97M-V with the def2-TZVPD basis set) of a molecular structure, C20H24FNOP2Tb.

```
50
Properties=species:S:1:pos:R:3:mulliken_spin:R:1
H 0.990 -4.740 1.701 0.000
H -2.205 0.617 -1.423 0.001
H -4.909 -0.069 1.128 0.000
C 2.412 -2.632 -1.281 0.008
C 0.067 -2.471 -0.338 -0.006
H 4.439 -2.692 -2.004 0.000
P -0.127 -2.575 1.539 0.002
C 3.686 -0.666 -1.891 0.004
H -2.465 -3.200 1.182 0.000
F 0.202 1.950 2.630 -0.019
H -1.849 -3.717 2.767 0.000
H 2.226 4.357 -1.797 0.000
H 3.493 2.082 -1.619 -0.001
C 0.314 1.711 -0.895 -0.003
H 2.306 -3.721 -1.252 0.000
H 1.369 -3.650 3.068 0.000
C -3.377 2.145 1.813 -0.001
H -4.212 -0.474 -0.477 -0.001
H 2.163 -3.401 1.494 0.001
C -0.980 2.318 -0.854 -0.009
H -3.129 2.088 -0.984 0.000
Tb -0.007 0.219 1.560 6.104
C -1.601 -3.638 1.699 0.001
C 2.627 1.640 -1.891 -0.003
C -2.250 1.476 -0.729 -0.001
C 3.460 1.757 2.327 0.000
O 2.579 1.018 2.333 -0.001
H -0.003 -3.511 -0.686 0.001
C 1.415 2.399 -1.412 -0.013
C 0.132 4.442 -1.252 -0.009
H -0.812 -1.914 -0.706 0.000
C -1.036 3.704 -1.008 0.008
C 1.341 3.791 -1.504 0.007
H 2.639 1.716 -3.001 -0.002
C 1.478 -0.419 -0.970 -0.004
P -2.625 0.730 0.945 -0.027
H 4.607 -0.212 -2.264 0.000
H -1.411 -4.646 1.306 0.000
H -4.248 1.798 2.384 0.000
H 0.069 5.525 -1.316 0.000
H -3.671 2.939 1.115 -0.001
C 1.229 -3.705 1.980 0.001
N 0.504 0.413 -0.360 0.028
H -3.734 -1.402 0.969 0.001
H -2.628 2.544 2.510 0.001
C -4.007 -0.404 0.599 -0.002
C 2.600 0.158 -1.572 -0.027
C 1.345 -1.837 -0.867 -0.028
H -2.007 4.203 -0.960 0.000
C 3.599 -2.049 -1.741 -0.007
```

Total charge: +1
DFT total energy in a.u.: -2513.332865
Energy relative to the best compared isomer or geometry (same formula, charge and spin) in kJ/mol: 107.4
Multiplicity: 7
LUMO energy (spin up / spin down) in hartree: -0.11981 / -0.10716
Orbital gap (spin up / spin down) in eV: 7.2534 / 7.5730